[1]
ORCA calculation (ωB97M-V/def2-TZVPD) on a cluster of 4 separate species, C2H11NO4 in total at a distorted geometry.

The geometry in XYZ format:
```
18
Properties=species:S:1:pos:R:3:forces:R:3:mulliken_charge:R:1
C 0.11372 -2.08694 -0.52841 -0.347 1.200 0.073 -0.7709
N -0.31732 -0.68947 -0.73933 0.443 -0.310 -0.031 -0.0172
C -1.34895 -0.39598 -1.56225 -0.330 -1.401 1.440 0.0471
O -2.15879 0.45871 -1.29447 -0.394 1.414 -0.559 -0.5762
H 1.15455 -2.09110 -0.22310 0.138 -0.248 -0.298 0.2380
H -0.09038 -2.60014 -1.46255 0.297 -0.397 0.088 0.3471
H -0.46590 -2.50734 0.29390 -0.074 -0.269 -0.142 0.2855
H -0.27514 -0.08450 0.07332 0.114 -0.180 -0.029 0.1308
H -1.52489 -1.13581 -2.35034 0.264 0.105 -0.471 0.3544
O 0.78360 1.34507 1.29553 0.287 -0.238 0.169 -0.6612
H 0.03784 1.82764 0.91594 -0.270 0.407 0.121 0.3223
H 0.98327 1.82407 2.10672 -0.023 -0.017 -0.024 0.2941
O -1.55618 2.85140 0.48715 0.792 -0.136 -0.525 -0.7023
H -1.32720 2.49051 -0.38806 -0.374 0.274 0.100 0.3398
H -2.25686 2.26020 0.75217 -0.501 -0.272 0.181 0.3464
O 3.00576 -0.69728 1.11987 -0.300 0.035 0.256 -0.6331
H 2.26666 -0.11425 1.33580 -0.046 0.111 0.243 0.3472
H 2.97619 -0.65478 0.16813 0.323 -0.079 -0.592 0.3082
```
Forces are in eV/Å.

Summary:
Structure (SMILES) ... CNC=O.O.O.O
Relative energy (zero: lowest compared OMol25 entry of this formula, charge and spin) ... 0.977 eV
LUMO level ... 0.026 Ha
HOMO level ... -0.3675 hartree
Gap between HOMO and LUMO ... 10.694 eV

[2]
ORCA calculation (ωB97M-V/def2-TZVPD) on a cluster of 4 separate species, C2H11O3S in total at a distorted geometry.

The geometry in XYZ format:
```
17
Properties=species:S:1:pos:R:3:forces:R:3:mulliken_charge:R:1
C -0.41014 -0.95295 1.72938 0.512 1.130 -0.337 -0.9762
C -0.78239 -0.84496 0.24669 -1.136 -0.105 0.363 -0.5310
S -0.10136 0.64358 -0.60116 -0.275 -0.522 0.093 -0.7455
H 0.64253 -1.19524 1.88549 -0.021 -0.247 0.008 0.2684
H -0.51434 0.08164 2.07774 -0.019 -0.205 0.363 0.2360
H -1.06822 -1.58280 2.32632 0.007 -0.282 -0.103 0.3380
H -0.67341 -1.79993 -0.27854 0.588 0.137 -0.170 0.3726
H -1.87933 -0.74483 0.27506 0.132 0.234 -0.260 0.2644
H 2.07035 1.20172 -0.33126 -0.231 -0.093 0.564 0.2671
H 3.21008 0.94916 -1.21689 0.260 0.156 0.576 0.3162
O 3.04677 1.28605 -0.31512 0.056 -0.195 -1.042 -0.6700
H -2.79603 2.82724 -0.34947 -0.082 0.204 -0.362 0.2958
H -1.91606 1.87015 0.37969 0.064 -0.178 -0.105 0.2516
O -2.78849 2.30764 0.45045 0.057 -0.083 0.398 -0.6608
H 1.57663 -1.80592 -1.53395 0.155 0.121 -0.592 0.3206
H 0.87744 -0.76059 -2.29327 -0.253 0.529 0.025 0.2905
O 1.50596 -1.47996 -2.45114 0.186 -0.602 0.582 -0.6378
```
Forces are in eV/Å.

Summary:
Relative energy (zero: lowest compared OMol25 entry of this formula, charge and spin) ... 0.282 eV
LUMO level ... 0.139 Ha
Charge ... -1
HOMO level ... -0.1362 hartree
Gap between HOMO and LUMO ... 7.499 eV

[3]
ORCA calculation (ωB97M-V/def2-TZVPD) on a structure of composition C2H12AlBN4 at a distorted geometry.

The geometry in XYZ format:
```
20
Properties=species:S:1:pos:R:3:forces:R:3:mulliken_charge:R:1
N -0.80991 1.65046 1.69279 0.334 -3.188 -0.135 -0.3569
B -1.52942 0.43754 1.13187 0.366 1.535 4.087 -0.0027
C -0.55079 -0.75238 0.55758 2.404 -2.820 -3.791 -0.9784
C 0.39706 -0.32037 -0.71139 0.039 -1.354 -0.638 0.5241
N -0.34437 0.43742 -1.80835 1.038 -1.793 0.567 -0.5337
N 1.70361 0.38182 -0.28506 -1.708 -0.081 0.228 -0.4917
N 0.86974 -1.63258 -1.37214 -1.980 0.830 0.668 -0.4008
H 0.09907 1.84293 1.21798 -2.445 0.814 -0.742 0.2905
H -0.70983 1.56889 2.73346 -0.482 0.962 -0.731 0.3604
H -2.37178 0.71073 0.32411 -0.260 0.025 -1.810 0.2040
H -2.14072 -0.03957 2.04625 -0.316 0.300 -0.003 0.0003
H -1.27541 -1.61001 0.15241 1.202 2.019 0.970 0.3924
H 0.11341 -1.28154 1.38445 -1.405 1.446 -1.218 0.3090
H -1.01226 -0.23313 -2.29401 0.730 1.198 0.994 0.3619
H 0.31027 0.75985 -2.56733 -0.757 -0.028 1.035 0.3350
H 2.24378 0.54560 -1.16382 -0.057 -0.249 1.186 0.3066
H 2.18465 -0.28499 0.35857 -0.110 0.304 -1.317 0.3717
H 0.67109 -1.61437 -2.39842 0.352 -0.407 1.093 0.3077
H 0.43348 -2.45984 -0.90108 0.776 0.571 -0.781 0.2977
Al 1.71833 1.89353 1.90213 2.279 -0.085 0.338 0.7028
```
Forces are in eV/Å.

Summary:
LUMO level ... -0.485 Ha
Charge ... +2
HOMO level ... -0.6459 hartree
Gap between HOMO and LUMO ... 4.387 eV

[4]
ORCA calculation (ωB97M-V/def2-TZVPD) on a structure of composition C2H12ClN2Os at a distorted geometry.

The geometry in XYZ format:
```
18
Properties=species:S:1:pos:R:3:forces:R:3:mulliken_charge:R:1
C 2.98995 1.18771 0.58404 -0.428 -0.391 -0.231 -0.8789
Os -1.64558 0.06815 -0.30922 0.773 0.700 -3.707 0.8830
N -1.56942 -2.01339 -0.02131 -0.688 -2.187 -0.024 -0.8759
N -0.22073 -0.10409 -1.99492 0.558 -0.211 -2.858 -0.7960
H -2.56609 -2.28487 0.11608 1.044 -0.373 -0.134 0.3870
H 3.25121 0.13405 0.70030 0.186 0.194 0.184 0.2590
H 3.04620 1.74002 1.52567 0.521 -0.020 -0.382 0.2862
H 1.95373 1.21362 0.29656 -0.794 -0.075 -0.054 0.0421
H 3.50260 1.59574 -0.28457 0.480 0.281 0.466 0.2887
H -0.71380 0.10155 -2.90009 0.303 -0.106 0.906 0.3663
H 0.22308 -1.01868 -2.23385 -0.483 0.598 0.620 0.3267
H 0.58955 0.53596 -2.06674 -0.548 -0.165 0.584 0.3178
H -1.15970 -2.50716 -0.82930 -0.478 -0.089 0.720 0.2982
H -1.03458 -2.23117 0.82793 -0.351 -0.099 -0.456 0.3580
Cl -3.09045 1.50046 1.00908 -0.078 0.046 0.479 -0.2472
C -1.35553 0.62171 1.46651 0.566 1.421 4.430 -0.7338
H -0.66957 1.43013 1.73055 -0.338 0.152 -0.109 0.3450
H -1.53085 0.03023 2.38328 -0.244 0.324 -0.434 0.3739
```
Forces are in eV/Å.

Summary:
LUMO level (alpha / beta) ... -0.138 / -0.182 Ha
Charge ... +1
HOMO level (alpha / beta) ... -0.3809 / -0.4570 hartree
<S²> ... 6.0137
2S+1 ... 5
Gap between HOMO and LUMO (alpha / beta) ... 6.614 / 7.482 eV

[5]
ORCA calculation (ωB97M-V/def2-TZVPD) on a cluster of 3 separate species, C2H12N2O2 in total at a distorted geometry.

The geometry in XYZ format:
```
18
Properties=species:S:1:pos:R:3:forces:R:3:mulliken_charge:R:1
N -1.78876 -0.73720 0.44533 0.536 -1.961 0.890 -0.6699
C -1.25058 0.59165 0.30369 0.369 0.570 0.419 -0.5837
C 0.11063 0.99983 0.98172 -0.337 -0.682 -1.065 -0.3714
N 1.06381 1.42220 -0.07100 -0.329 -0.181 0.189 -0.6027
H -1.58540 -1.12401 1.37246 -0.645 0.825 0.364 0.2279
H -1.30294 -1.50826 -0.01843 0.088 0.823 -1.046 0.3864
H -2.02347 1.23072 0.74105 0.105 0.272 -0.328 0.3301
H -1.12855 0.81645 -0.75786 -0.341 0.029 0.037 0.3101
H -0.10393 1.76357 1.72831 0.277 0.060 0.157 0.3134
H 0.56641 0.12426 1.44502 -0.138 0.051 0.306 0.2708
H 2.00808 1.50791 0.29291 -0.207 0.280 -0.142 0.1923
H 0.75399 2.29059 -0.49517 0.313 0.056 0.178 0.2133
O 0.72427 -2.54954 0.16133 0.097 0.709 -0.184 -0.6355
H 0.94402 -2.29594 1.05683 0.091 -0.285 0.509 0.3406
H 0.81413 -1.69154 -0.29357 -0.009 -0.624 -0.451 0.2959
O 0.70651 -0.64584 -2.16467 -0.031 0.189 0.700 -0.6931
H 0.79798 0.18231 -1.65197 0.178 -0.153 0.055 0.3578
H 0.69378 -0.37716 -3.07602 -0.017 0.022 -0.588 0.3177
```
Forces are in eV/Å.

Summary:
Structure (SMILES) ... NCCN.O.O
Relative energy (zero: lowest compared OMol25 entry of this formula, charge and spin) ... 0.751 eV
LUMO level ... 0.027 Ha
HOMO level ... -0.3352 hartree
Gap between HOMO and LUMO ... 9.866 eV

[6]
ORCA calculation (ωB97M-V/def2-TZVPD) on a cluster of 4 separate species, C2H12N2O3 in total at a distorted geometry.

The geometry in XYZ format:
```
19
Properties=species:S:1:pos:R:3:forces:R:3:mulliken_charge:R:1
C 1.29799 -1.01109 -1.12711 -1.752 1.957 -1.846 -0.8838
N 1.86781 -0.80033 -2.43205 -0.804 0.132 -1.771 -0.4439
C 2.96694 -1.19635 -2.88458 1.133 -0.726 1.953 0.1651
N 3.98750 -1.68084 -2.04699 0.224 -0.439 -0.355 -0.4421
H 1.91800 -1.50640 -0.40059 -0.301 -0.368 0.505 0.2951
H 0.24439 -1.32199 -1.38195 1.161 -1.382 0.624 0.3133
H 0.87677 -0.02123 -0.86648 1.218 0.116 0.899 0.3234
H 3.27427 -1.25811 -3.93523 -0.671 0.449 0.056 0.3021
H 4.19749 -1.25550 -1.16022 -0.216 -0.097 -0.092 0.1800
H 4.68778 -2.30190 -2.42206 -0.003 0.359 0.041 0.1905
O -4.89600 0.83875 3.57783 0.789 -1.317 0.565 -0.6363
H -5.36497 0.67409 2.75965 -0.228 0.915 0.104 0.3195
H -4.91134 1.70931 3.96481 -0.567 0.413 -0.666 0.3175
O -2.49836 4.56789 0.52800 0.061 -0.025 -0.017 -0.6372
H -2.49104 3.61877 0.35870 -0.113 0.153 0.066 0.3194
H -3.37484 4.77724 0.86636 0.052 -0.130 -0.046 0.3178
O -0.84676 -1.59033 2.34397 0.679 0.799 -0.385 -0.6382
H -0.26129 -0.97510 2.81090 -0.269 -0.342 0.457 0.3207
H -0.67433 -1.26689 1.44704 -0.393 -0.466 -0.092 0.3171
```
Forces are in eV/Å.

Summary:
Structure (SMILES) ... C/N=C\N.O.O.O
Relative energy (zero: lowest compared OMol25 entry of this formula, charge and spin) ... 2.094 eV
LUMO level ... 0.014 Ha
HOMO level ... -0.3258 hartree
Gap between HOMO and LUMO ... 9.237 eV

[7]
ORCA calculation (ωB97M-V/def2-TZVPD) on a cluster of 4 separate species, C2H12N2O3 in total at a distorted geometry.

The geometry in XYZ format:
```
19
Properties=species:S:1:pos:R:3:forces:R:3:mulliken_charge:R:1
C 0.76945 -1.87846 -1.20155 -0.732 -0.435 1.003 -0.6584
N -0.61573 -2.18696 -0.81099 0.122 0.292 -0.391 -0.4826
C -1.28492 -1.33345 -0.16533 -0.108 0.255 0.120 0.1001
N -0.92714 -0.04185 0.22844 0.385 -0.172 -0.311 -0.4494
H 1.38673 -2.33356 -0.41562 0.266 0.302 -0.248 0.2824
H 0.97208 -2.40382 -2.12215 0.144 0.031 -0.293 0.2630
H 0.98185 -0.81168 -1.30744 0.179 -0.093 -0.112 0.2229
H -2.32511 -1.54602 0.06661 -0.008 -0.219 0.152 0.3451
H 0.04801 0.21654 0.15180 -0.079 -0.002 0.296 0.1162
H -1.38471 0.33606 1.04327 -0.075 -0.018 -0.160 0.2015
O 0.54479 0.27698 4.13547 0.296 -0.187 -0.661 -0.6386
H 1.24438 -0.36208 3.94648 -0.041 -0.076 0.432 0.3195
H 0.42947 0.64707 3.25057 -0.230 0.284 0.205 0.3124
O -0.39971 1.37920 -2.31681 -0.038 -0.176 -0.006 -0.6694
H -0.95022 1.36820 -3.10483 0.080 0.009 -0.019 0.3166
H -0.84290 0.79844 -1.67645 -0.080 0.247 -0.008 0.3990
O 1.23209 2.41660 -0.17163 0.114 -0.141 -0.027 -0.6163
H 1.53032 3.32432 -0.28670 -0.023 -0.080 0.048 0.3014
H 1.02613 2.10737 -1.06590 -0.171 0.178 -0.020 0.3347
```
Forces are in eV/Å.

Summary:
Structure (SMILES) ... C/N=C\N.O.O.O
Relative energy (zero: lowest compared OMol25 entry of this formula, charge and spin) ... 0.671 eV
LUMO level ... 0.018 Ha
HOMO level ... -0.3475 hartree
Gap between HOMO and LUMO ... 9.955 eV

[8]
ORCA calculation (ωB97M-V/def2-TZVPD) on a cluster of 4 separate species, C2H12N2O3 in total at a distorted geometry.

The geometry in XYZ format:
```
19
Properties=species:S:1:pos:R:3:forces:R:3:mulliken_charge:R:1
C -0.25965 1.62114 -0.00511 4.008 -0.054 -0.230 0.1789
C -1.03802 0.53137 0.23613 -2.465 -1.466 0.510 -0.5978
N -2.37579 0.32742 -0.11879 1.551 -1.316 0.475 -0.4219
N 0.92073 1.68441 0.69394 -0.751 -0.087 -0.741 -0.1336
H -0.16576 2.20024 -0.91678 -1.463 0.967 0.336 0.3953
H -0.62419 -0.24536 0.87798 -0.083 0.656 0.622 0.3790
H -2.49711 0.01910 -1.09385 -0.451 0.797 -0.011 0.3797
H -2.74192 -0.42824 0.49056 0.111 0.679 -0.697 0.3177
H 1.43624 2.54857 0.76165 0.029 0.189 -0.585 0.2682
H 1.39338 0.88588 1.16103 -0.975 0.272 0.718 0.2395
H -0.84084 -1.22590 -3.04921 0.042 -0.046 -0.102 0.3358
H -0.70845 -0.18398 -1.90431 0.351 -0.208 -0.370 0.3228
O -1.28391 -0.49471 -2.61060 -0.172 0.154 0.177 -0.6362
H 1.67279 -1.16477 -0.98280 0.163 -0.185 0.177 0.2920
H 0.85428 -2.21444 -0.19261 0.195 -0.167 -0.240 0.3514
O 1.58135 -1.58392 -0.11566 -0.499 -0.067 -0.328 -0.6481
H 1.38478 -0.85966 3.00121 0.239 0.599 0.488 0.3485
H 1.54028 -1.05950 1.50692 1.254 2.087 1.584 0.3348
O 1.75181 -0.35765 2.26031 -1.085 -2.803 -1.781 -0.7061
```
Forces are in eV/Å.

Summary:
Relative energy (zero: lowest compared OMol25 entry of this formula, charge and spin) ... 0.913 eV
LUMO level (alpha / beta) ... -0.140 / -0.241 Ha
Charge ... +1
HOMO level (alpha / beta) ... -0.5073 / -0.5613 hartree
<S²> ... 0.7652
2S+1 ... 2
Gap between HOMO and LUMO (alpha / beta) ... 10.008 / 8.718 eV

[9]
ORCA calculation (ωB97M-V/def2-TZVPD) on a cluster of 4 separate species, C2H12N2O4 in total.

The geometry in XYZ format:
```
20
Properties=species:S:1:pos:R:3:forces:R:3:mulliken_charge:R:1
C -1.89888 -1.24530 -0.46990 -0.074 0.235 -0.940 -0.8808
N -0.44492 -1.23882 -0.62160 -0.084 -0.327 0.266 -0.2878
C 0.29364 -1.55806 0.50763 0.401 0.722 -0.297 0.6103
N 1.57853 -1.95638 0.27020 -0.130 -0.131 -0.194 -0.4261
O -0.11160 -1.33813 1.63546 -0.236 -0.138 0.146 -0.6370
H -2.16152 -0.79475 0.47702 -0.067 -0.145 0.119 0.3162
H -2.30255 -2.24070 -0.59145 -0.110 -0.467 0.511 0.3343
H -2.37506 -0.69040 -1.28078 0.307 0.361 0.105 0.3082
H -0.09270 -1.62254 -1.48663 -0.114 0.025 -0.009 0.2722
H 1.88165 -2.24099 -0.64019 0.014 -0.067 -0.147 0.1694
H 2.10134 -2.29559 1.05154 0.079 0.014 0.247 0.2384
O -0.30195 1.68629 1.72743 0.039 0.142 -0.172 -0.7138
H -1.19667 1.81918 2.04625 -0.111 0.004 0.103 0.2887
H -0.28060 0.76593 1.42872 0.023 -0.131 0.254 0.3554
O 1.00956 2.89745 -0.49332 0.164 0.428 0.520 -0.7013
H 0.41492 2.89892 0.27924 0.093 -0.247 -0.210 0.3682
H 1.81290 2.49282 -0.15245 0.063 0.034 -0.038 0.3122
O -0.17205 1.41474 -2.34922 -0.212 -0.396 -0.420 -0.7201
H -0.20689 0.69167 -1.71394 -0.022 0.012 0.039 0.3754
H 0.32057 2.09581 -1.86837 -0.023 0.071 0.116 0.4181
```
Forces are in eV/Å.

Summary:
Structure (SMILES) ... CNC(N)=O.O.O.O
Relative energy (zero: lowest compared OMol25 entry of this formula, charge and spin) ... 0.407 eV
LUMO level ... 0.017 Ha
HOMO level ... -0.3789 hartree
Gap between HOMO and LUMO ... 10.779 eV

[10]
ORCA calculation (ωB97M-V/def2-TZVPD) on a cluster of 4 separate species, C2H12N2O4 in total at a distorted geometry.

The geometry in XYZ format:
```
20
Properties=species:S:1:pos:R:3:forces:R:3:mulliken_charge:R:1
N 0.35939 1.63075 -0.22966 -1.103 0.204 1.143 -0.5047
C -0.72585 1.85495 0.89317 2.015 0.267 -1.061 -0.3922
C -0.43870 0.76952 2.00305 -2.396 -0.102 -0.120 0.4578
N -1.39384 0.63020 3.02933 -0.850 -1.384 0.655 -0.4643
O 0.48911 0.01533 1.94788 0.667 -0.119 -0.158 -0.5374
H 0.08786 2.18490 -1.00475 -1.487 0.217 -1.218 0.2325
H 1.26418 2.07062 -0.20807 0.749 -0.099 1.841 0.2017
H -0.71069 2.88146 1.43200 -0.179 -1.471 -1.210 0.2789
H -1.63244 1.68360 0.22166 0.694 0.229 1.813 0.2940
H -2.28743 1.13880 3.12238 1.135 -0.110 -0.692 0.2183
H -1.49510 -0.33317 3.49648 0.853 2.175 -1.133 0.2661
O 1.96559 -2.47326 0.17325 -0.444 -0.300 0.162 -0.5986
H 2.50174 -1.77985 0.53497 0.669 0.399 0.481 0.3165
H 1.12498 -2.01035 0.05216 0.239 -0.542 -0.103 0.2917
O -0.99259 -0.52485 -4.56460 0.669 0.429 -0.058 -0.6349
H -0.10017 -0.49406 -4.17926 -0.377 -0.003 -0.081 0.3307
H -1.40031 -1.24645 -4.09756 -0.279 -0.441 0.216 0.2975
O 0.57677 -1.24354 -1.78755 -0.636 2.344 2.707 -0.7030
H 0.89621 -0.52702 -1.08932 -0.620 -1.558 -2.338 0.3166
H -0.33130 -1.33146 -1.40758 0.683 -0.135 -0.845 0.3330
```
Forces are in eV/Å.

Summary:
Structure (SMILES) ... NCC(N)=O.O.O.O
Relative energy (zero: lowest compared OMol25 entry of this formula, charge and spin) ... 2.537 eV
LUMO level ... 0.012 Ha
HOMO level ... -0.3804 hartree
Gap between HOMO and LUMO ... 10.691 eV